Record 1
Entry from the OMol25 dataset: a structure of composition C35H51N6O6P2S2TeW (ωB97M-V with the def2-TZVPD basis set).

XYZ file:
```
104
Properties=species:S:1:pos:R:3:forces:R:3
W 0.17824 0.55272 -0.35391 0.03 -0.43 0.12
Te 2.08978 2.50485 0.49325 0.03 0.09 -0.06
S -1.48454 2.01699 0.49468 0.10 0.00 -0.09
S 0.02696 -0.31324 1.82315 -0.05 -0.05 0.20
P -1.12424 0.93699 -2.45730 0.12 0.13 0.07
P -1.20454 1.25363 2.38115 0.16 0.00 -0.08
O -2.62743 1.16194 -2.68159 -0.13 -0.15 -0.09
O -0.65033 0.09628 -3.67276 0.03 -0.05 0.02
O 1.68230 0.22343 -1.66166 -0.01 0.21 0.05
O -2.52973 0.73557 2.92406 -0.07 -0.01 0.07
O -0.53268 2.34788 3.21777 -0.03 0.01 0.02
O -0.32959 2.30517 -2.39000 -0.13 0.13 -0.14
N 0.03612 -1.56426 -0.68038 -0.01 0.07 -0.03
N -2.22104 -3.53820 3.07792 -0.03 0.05 -0.02
N -0.71755 -3.60435 -0.54057 0.04 0.00 -0.01
N -1.86779 -4.60106 1.24781 0.04 0.01 -0.04
N 3.09061 -0.81343 -3.03344 0.04 -0.04 -0.02
N -2.03995 -3.38373 1.81994 0.00 -0.04 0.09
C 1.11666 -2.41596 -0.44883 0.00 0.01 -0.06
C 3.50935 2.23560 5.11718 0.01 0.02 -0.01
C -2.18973 -4.88273 3.37317 0.00 0.02 -0.01
C 2.44370 0.26763 -2.68833 -0.02 0.02 -0.02
C 2.61760 3.45344 3.24291 -0.01 0.02 -0.03
C -1.11648 4.62396 -2.22439 0.00 -0.02 0.00
C -2.78562 -0.29443 4.02383 0.03 -0.05 -0.03
C -0.60384 3.56310 -3.15687 0.02 0.03 -0.02
C -2.03458 -7.62516 3.35539 0.00 0.01 0.01
C 5.76360 0.42860 -0.60858 0.01 0.00 0.00
C -2.26751 -6.92263 4.56203 0.00 -0.02 -0.02
C -2.34991 -5.55494 4.59330 0.00 0.01 0.03
C 0.64921 -3.67737 -0.36102 -0.04 0.00 0.01
C -5.03597 0.98725 -2.74105 0.01 0.01 -0.02
C -1.06443 -2.31916 -0.70751 -0.02 -0.03 0.04
C -0.50903 3.75799 5.20102 -0.03 0.00 -0.02
C -1.64660 -4.67426 -0.17035 -0.06 -0.03 0.01
C 2.58536 2.26526 2.52068 -0.01 0.02 0.08
C -0.30740 2.35564 4.71105 0.00 -0.02 0.03
C 6.45998 1.41817 -1.29878 0.00 0.02 0.00
C -3.79374 0.28257 4.96771 -0.02 0.00 -0.01
C 3.46808 1.05405 4.38158 -0.01 0.01 0.03
C 3.00450 1.06075 3.07472 -0.02 -0.01 -0.05
C -2.44902 -1.81525 -0.88928 0.02 0.02 -0.01
C -3.87270 1.50682 -1.94700 0.01 0.08 0.04
C 5.88684 2.66474 -1.51026 0.02 -0.03 0.00
C -1.36173 0.75969 -5.94170 -0.01 -0.01 0.00
C -1.43383 -0.30528 -4.88491 0.03 0.05 0.00
C 3.08397 3.42969 4.55236 0.03 -0.02 0.00
C 4.48865 0.68149 -0.12782 0.01 0.00 0.01
C 3.91806 1.93156 -0.35402 0.02 -0.03 0.02
C 2.59845 1.49736 -3.51130 0.02 -0.01 -0.01
C -1.87798 -6.98385 2.14960 0.01 -0.01 -0.01
C -1.95733 -5.58898 2.19214 -0.03 0.01 0.00
C 4.60723 2.93037 -1.03663 -0.04 0.02 0.00
H 0.71008 1.99184 4.83550 -0.02 0.00 -0.01
H 3.12400 4.34907 5.12142 0.01 0.00 0.00
H -4.72397 0.51629 4.45347 0.00 0.00 0.00
H -1.89144 0.40286 -6.82652 0.01 0.01 0.00
H -2.67973 -1.69460 -1.95123 -0.01 0.01 0.02
H 2.98098 -1.68010 -2.52690 -0.01 0.00 0.00
H -5.01416 -0.09935 -2.82134 0.00 0.00 -0.01
H -2.45191 -0.50294 -4.55879 -0.01 -0.01 0.01
H 0.17957 4.44693 4.71556 0.00 0.01 0.00
H -5.05862 1.42611 -3.73741 0.00 -0.01 0.00
H -1.71940 -7.53906 1.23465 0.00 0.00 0.01
H 3.65293 1.67097 -3.72772 0.00 0.00 -0.01
H -1.98788 -8.70554 3.38564 0.00 0.01 0.00
H -0.31067 3.77800 6.27405 0.00 -0.01 0.00
H 2.18879 2.35547 -2.99365 -0.02 0.05 0.03
H -2.39058 -7.48887 5.47480 0.00 0.00 -0.01
H 2.12517 -2.05428 -0.34513 -0.01 0.00 0.01
H 6.23028 -0.53031 -0.42267 0.00 0.01 0.00
H 2.07359 1.35877 -4.45927 -0.02 0.00 0.01
H -1.20563 -5.63572 -0.42078 0.03 -0.01 -0.01
H -5.95767 1.27046 -2.23114 0.00 0.00 0.01
H -1.31579 3.31293 -3.94098 0.00 -0.02 -0.01
H -2.07140 4.34178 -1.77949 0.01 0.01 0.00
H 7.46356 1.22119 -1.65281 -0.01 0.00 0.00
H -3.87862 2.59123 -1.85949 0.01 0.01 0.01
H 2.29547 4.39048 2.80395 0.02 0.00 0.00
H -0.39833 4.84134 -1.43341 0.00 0.00 0.00
H -4.00935 -0.46964 5.72881 0.00 0.00 -0.01
H -1.27479 5.54132 -2.79323 0.00 0.00 0.00
H 3.88360 2.22287 6.13239 0.01 0.00 0.00
H 2.98720 0.13867 2.50908 0.00 0.00 0.01
H -1.53216 4.09483 5.04029 0.01 0.00 0.00
H -2.56642 -4.55874 -0.74121 0.00 0.01 -0.02
H 0.34805 3.82749 -3.60995 0.01 -0.01 -0.01
H -1.82128 -0.51112 4.48458 -0.01 0.01 0.00
H 3.72240 -0.80551 -3.82236 0.02 -0.01 -0.01
H -3.17708 -2.48583 -0.44418 -0.01 -0.04 0.00
H -2.56464 -0.85889 -0.37809 0.00 0.03 0.00
H -1.01568 1.65474 5.15054 -0.02 0.01 -0.02
H 3.96643 -0.07707 0.44307 0.00 -0.02 -0.02
H 6.44103 3.43981 -2.02333 -0.01 -0.01 0.00
H 1.15649 -4.61249 -0.18919 -0.01 0.01 0.01
H -3.80190 1.05963 -0.95771 0.00 -0.02 -0.01
H -1.84787 1.68241 -5.62335 -0.01 0.00 0.01
H -3.42720 1.17587 5.47297 0.01 0.00 -0.01
H 3.81070 0.12789 4.82432 0.00 0.01 0.00
H 4.17620 3.91487 -1.17927 0.01 -0.01 -0.01
H -0.33346 0.96769 -6.23551 0.00 0.00 0.01
H -0.95747 -1.23217 -5.18902 0.00 0.00 0.00
H -3.12239 -1.17602 3.48739 0.00 0.01 0.00
H -2.53931 -5.01596 5.51115 0.01 0.00 -0.01
```
Positions in Å, forces in eV/Å.

Expectation value of S²   0.77
Multiplicity   2
Orbital gap (alpha / beta)   4.130 / 4.454 eV
Total charge   +4
HOMO level (alpha / beta)   -16.766 / -16.765 eV

Record 2
Entry from the OMol25 dataset: the molecule C2H4N2OS2 in a non-equilibrium geometry (ωB97M-V with the def2-TZVPD basis set).

XYZ file:
```
11
Properties=species:S:1:pos:R:3:forces:R:3
S 0.78077 0.94146 2.25441 0.69 0.48 -0.50
S 0.62196 0.21128 -1.98246 1.64 1.05 -4.14
O -1.31036 -1.43143 -1.49344 -1.23 -1.30 -0.41
N -1.22992 -0.99594 1.04814 3.57 3.21 3.01
N 0.48744 0.74034 0.55527 -1.63 -2.18 0.77
C -0.42664 -0.17899 0.26996 1.42 0.49 2.18
C -0.50691 -0.64381 -1.10616 -0.31 0.95 -0.69
H 2.00178 1.61790 2.19513 -1.26 -0.58 -0.32
H 0.17442 -0.10651 -3.31659 0.47 0.07 1.98
H -1.99945 -1.24244 0.54370 -2.76 -1.19 -1.24
H -1.33890 -0.53534 1.96740 -0.60 -1.00 -0.63
```
Positions in Å, forces in eV/Å.

SMILES   N/C(=N\S)C(=O)S
Multiplicity   1
Orbital gap   8.709 eV
HOMO level   -8.872 eV

Record 3
Entry from the OMol25 dataset: a structure of composition C26H38BrFeNOP2 in a non-equilibrium geometry (ωB97M-V with the def2-TZVPD basis set).

XYZ file:
```
70
Properties=species:S:1:pos:R:3:forces:R:3
Br -2.48407 1.10450 4.69367 5.58 7.95 -0.18
Fe -1.91248 -0.29327 2.64715 -0.08 -0.23 -0.33
P -2.30073 1.57594 1.30698 -0.12 1.60 -1.35
P 3.94273 1.66014 1.71434 -0.54 -0.21 -0.05
O -3.78945 -0.58109 5.24516 -1.83 -5.14 -1.92
N 0.73617 -6.76877 -6.83489 -0.34 0.26 0.60
C -3.95793 1.46512 0.47075 0.14 -0.78 0.35
C -3.07903 -0.47215 4.26182 -3.60 -4.03 2.90
C 0.09713 -5.20653 -4.54737 0.28 -0.11 -0.39
C -0.13723 -1.82762 0.78550 -0.20 0.31 0.34
C -0.71656 -6.29284 -4.95435 -0.01 1.69 1.79
C -2.24162 4.46662 1.82786 0.00 0.12 -0.48
C 3.76151 0.13830 0.62654 0.00 -0.12 0.21
C -0.35219 -7.02558 -6.08821 1.23 -0.98 -2.24
C 0.18419 -2.59530 -0.33830 -0.31 -0.10 -0.27
C 1.50788 -5.73779 -6.44803 0.01 -1.62 -1.73
C -1.46153 -1.39563 1.03299 0.01 -0.46 -0.92
C -2.45588 -1.77052 0.09892 0.10 0.21 0.26
C -2.14864 -2.53972 -1.02786 0.35 -0.19 -0.01
C 4.80199 0.06992 -0.49868 0.11 -0.01 -0.29
C -4.67082 2.76068 0.06258 -0.05 0.37 0.10
C 4.07966 0.56546 4.36832 0.20 -0.05 0.24
C 1.24423 -4.93532 -5.33387 -1.17 0.83 2.06
C -0.81852 -2.96802 -1.26950 -0.34 0.86 1.24
C -1.04945 1.90673 -0.02813 0.63 -0.14 0.50
C -2.31021 3.05817 2.43085 0.11 -0.04 0.13
C 3.10972 0.96522 3.24886 -0.41 0.05 -0.18
C 2.76058 4.21323 1.12752 -0.01 0.22 0.10
C 2.54794 2.69884 0.99179 0.01 -0.21 -0.18
C -0.49864 -3.74985 -2.41432 0.58 -1.41 -2.09
C -0.22246 -4.42512 -3.40327 -0.55 1.30 1.91
C -1.52990 2.04638 -1.47838 -0.23 -0.07 -0.16
H -2.17489 2.92652 -1.62996 0.30 -0.33 0.09
H 4.93313 1.26263 4.43293 -0.37 -0.27 -0.03
H -2.50806 5.21242 2.59792 0.13 -0.40 -0.30
H 2.39408 -5.53806 -7.06615 -0.39 -0.12 0.22
H 2.50523 4.57497 2.13839 0.16 -0.16 -0.35
H -0.97467 -7.87027 -6.41451 0.30 0.35 0.10
H -1.22359 4.70648 1.47589 -0.42 -0.11 0.13
H -4.93298 3.36138 0.94971 0.11 -0.22 -0.38
H 2.54878 0.07504 2.90488 -0.02 0.31 0.23
H 1.58504 2.38779 1.44345 0.31 0.07 -0.15
H 2.73311 0.09456 0.21612 0.30 -0.02 0.18
H 1.90993 -4.10895 -5.06794 -0.25 -0.32 -0.12
H -2.09072 1.15317 -1.80253 0.24 0.33 0.09
H 4.48542 -0.44835 4.20221 -0.11 0.46 0.08
H 5.78618 0.43062 -0.15135 -0.41 -0.21 -0.15
H -0.32794 1.07430 0.05237 -0.22 0.31 -0.15
H -3.49440 -1.45600 0.25572 0.38 -0.21 -0.13
H -1.61522 -6.54950 -4.38596 0.33 0.07 -0.22
H 3.57258 0.57306 5.34996 0.23 -0.10 -0.43
H 2.36036 1.69124 3.62225 0.43 -0.17 -0.20
H 2.49406 2.43249 -0.08069 0.06 0.08 0.36
H 3.81522 4.48027 0.93828 -0.48 -0.10 0.03
H -1.44678 2.89234 3.10068 -0.38 0.23 -0.33
H -2.93576 4.59705 0.98247 0.29 0.03 0.37
H -0.49200 2.80258 0.30268 -0.27 -0.31 -0.19
H 4.92474 -0.96615 -0.86218 -0.04 0.43 0.11
H -0.65869 2.14889 -2.14957 -0.36 -0.02 0.37
H -4.06791 3.38728 -0.61445 -0.25 -0.30 0.28
H 2.13238 4.76664 0.40624 0.25 -0.18 0.31
H 4.50658 0.68987 -1.36431 0.15 -0.18 0.38
H -3.80314 0.79682 -0.39764 -0.09 0.30 0.41
H 1.21617 -2.91742 -0.51219 -0.40 0.17 0.16
H 3.87437 -0.73436 1.29736 0.04 0.34 -0.24
H -4.57646 0.90981 1.19766 -0.02 0.13 -0.33
H 0.66190 -1.55692 1.48561 -0.19 -0.14 -0.33
H -3.20443 2.91346 3.06452 0.36 0.28 -0.47
H -5.61417 2.51505 -0.45703 0.46 0.02 0.25
H -2.93385 -2.82090 -1.73729 0.27 0.14 0.34
```
Positions in Å, forces in eV/Å.

Expectation value of S²   6.27
Multiplicity   5
Orbital gap (alpha / beta)   4.543 / 1.574 eV
Total charge   +2
HOMO level (alpha / beta)   -12.313 / -12.312 eV

In kcal per mole, the energy relative to the best compared isomer or geometry (same formula, charge and spin) values for the records above are, in order, 21.5; 31.4; 96.2.
In eV, the DFT total energy values for the records above are, in order, -107682.6473; -28835.7217; -154098.9764.